The ion C5H9N with charge +1 in a non-equilibrium geometry. Source: the Open Molecules 2025 dataset; level of theory: ωB97M-V/def2-TZVPD.

ΔE to the lowest compared entry with this formula, charge and spin ... 42.3 kcal per mole
Total energy ... -250.30121 Eh
HOMO (alpha / beta) ... -0.5391 / -0.5394 Eh
Gap between HOMO and LUMO (alpha / beta) ... 10.7 / 7.0 eV

Geometry as ORCA input:
```
! RIJCOSX wB97M-V def2-TZVPD def2/J DEFGRID3
* xyz 1 2
C 0.493 0.156 -1.531
N 1.433 1.690 0.937
C 0.237 0.972 0.941
C -0.123 0.196 -0.114
C -1.356 -0.589 0.084
C -1.387 -1.848 0.425
H 1.055 0.942 -1.635
H 1.076 -0.751 -1.792
H -0.187 0.323 -2.373
H 2.097 1.220 0.314
H 1.780 1.880 1.864
H -0.181 0.680 1.904
H -2.219 -0.041 -0.129
H -0.404 -2.400 0.753
H -2.315 -2.431 0.351
*
```